DFT (ωB97M-V/def2-TZVPD) results for a molecular structure, C2H4N2O3.

```
! RIJCOSX wB97M-V def2-TZVPD def2/J DEFGRID3
* xyz 0 1
N -0.615 -0.661 0.178
C 1.620 0.267 0.243
C 0.116 0.471 0.063
N -2.089 -0.258 -0.064
O 2.088 -0.727 -0.536
O 2.293 0.931 0.980
O -0.363 1.593 -0.156
H 3.044 -0.801 -0.382
H -1.433 -0.935 -0.790
H -2.638 -0.709 0.656
H -2.022 0.828 -0.193
*
```

Largest force on an atom   2.2 eV/Å
Energy relative to the best compared isomer or geometry (same formula, charge and spin)   374.3 kJ/mol
HOMO   -9.86 eV
Kohn-Sham gap   10.49 eV